Here is a single C4H10N2O3 molecule from OMol25. Energies are from ωB97M-V/def2-TZVPD.

For the relative energy (zero: lowest compared OMol25 entry of this formula, charge and spin), the calculation gives 20.71 kcal per mole. The calculation puts the maximum force at 0.0136 Eh/bohr. The HOMO energy is -9.5407 eV. The value obtained for the lowest unoccupied orbital energy is 0.7 eV.

ORCA input file:
```
! RIJCOSX wB97M-V def2-TZVPD def2/J DEFGRID3
* xyz 0 1
C -1.6899 -0.0912 0.6076
N -0.9187 0.4124 -0.5083
C -1.6222 0.4029 -1.7709
C 0.3524 0.8801 -0.4678
O 0.8739 1.4465 -1.3930
N 1.0956 0.6107 0.7282
C 1.5129 -0.7798 0.8046
O 2.1617 -0.9875 2.0085
O 2.2796 -1.0752 -0.3011
H -2.6532 0.4283 0.6433
H -1.1848 0.0585 1.5597
H -1.8809 -1.1625 0.4845
H -2.5112 1.0338 -1.7233
H -0.9528 0.7859 -2.5352
H -1.9238 -0.6155 -2.0205
H 0.6189 0.8983 1.5770
H 0.6825 -1.5042 0.8075
H 2.9575 -0.4462 2.0404
H 2.8025 -0.2951 -0.5410
*
```

***

Here is a molecular structure, C4H10N2O3 in a non-equilibrium geometry from OMol25. Energies are from ωB97M-V/def2-TZVPD.

For the relative energy (zero: lowest compared OMol25 entry of this formula, charge and spin), the calculation gives 97.69 kcal per mole. The calculation puts the maximum force at 0.0917 Eh/bohr. The HOMO energy is -8.0322 eV. The value obtained for the lowest unoccupied orbital energy is 0.7 eV.

ORCA input file:
```
! RIJCOSX wB97M-V def2-TZVPD def2/J DEFGRID3
* xyz 0 1
C -0.7526 0.4927 -0.0665
C 2.3335 -0.9430 0.1412
C 1.0895 1.0261 0.4695
C -2.0021 -0.5892 0.2920
N -1.9450 -1.6136 -0.4350
N 2.0250 0.4063 -0.2839
O -0.3633 0.3386 -1.3886
O -1.3623 1.7522 -0.0075
O -2.9109 -0.1415 1.1134
H 2.9696 -1.0207 1.0109
H 1.4437 -1.3871 0.2891
H 2.9121 -1.5443 -0.6636
H 1.1304 0.9668 1.5355
H 0.8381 2.1490 0.2722
H -2.6248 -2.3177 -0.2981
H -0.7597 -0.5373 -1.5816
H 1.6929 0.2877 -1.1998
H -1.1612 2.1440 -0.9293
H -2.5531 0.5309 1.7301
*
```

***

Here is a molecular structure, C4H10N2O3 in a non-equilibrium geometry from OMol25. Energies are from ωB97M-V/def2-TZVPD.

For the relative energy (zero: lowest compared OMol25 entry of this formula, charge and spin), the calculation gives 137.64 kcal per mole. The calculation puts the maximum force at 0.0778 Eh/bohr. The HOMO energy is -8.9001 eV. The value obtained for the lowest unoccupied orbital energy is 0.7 eV.

ORCA input file:
```
! RIJCOSX wB97M-V def2-TZVPD def2/J DEFGRID3
* xyz 0 1
C -0.5500 -0.3415 -0.7509
C -2.0604 -0.5070 1.1334
C 0.2144 -1.1448 1.4078
C 1.3769 1.6257 -1.8480
N -0.7613 -0.7077 0.5161
N 1.3038 -0.7251 -1.3274
O -1.2433 -0.0467 -1.6475
O 1.0677 -1.1365 -2.6548
O 2.0857 0.4681 -1.3806
H -2.1294 0.3641 1.8136
H -2.7434 -0.2869 0.3082
H -2.3721 -1.4342 1.6503
H 1.1786 -1.0290 0.9519
H 0.1773 -0.3932 2.2311
H 0.0473 -2.2721 1.6453
H 0.4729 1.7524 -1.1759
H 0.9082 1.5115 -2.8973
H 2.0172 2.4505 -1.8360
H 0.3125 -0.6351 -3.0557
*
```

***

Here is a gas-phase ion, C4H10N2OP (charge -1) in a non-equilibrium geometry from OMol25. Energies are from ωB97M-V/def2-TZVPD.

For the relative energy (zero: lowest compared OMol25 entry of this formula, charge and spin), the calculation gives 25.56 kcal per mole. The calculation puts the maximum force at 0.0948 Eh/bohr. The HOMO energy is -2.2529 eV. The value obtained for the lowest unoccupied orbital energy is 4.2 eV.

ORCA input file:
```
! RIJCOSX wB97M-V def2-TZVPD def2/J DEFGRID3
* xyz -1 1
C -0.5369 -1.8689 1.9762
P -0.3082 -1.4001 0.1010
O 0.8052 -2.1560 -0.5009
N 0.6037 0.0596 0.4640
C 1.2875 0.4607 -0.7379
C 0.2059 0.8333 -1.7219
C -0.6559 1.6087 -0.6947
N -0.1967 1.2272 0.6090
H -1.6553 -1.8317 2.2751
H 0.0055 -1.0019 2.4289
H -0.1812 -2.8908 2.1439
H 1.7615 -0.5827 -1.0320
H 1.9720 1.2430 -0.5642
H -0.2469 -0.1884 -1.8684
H 0.5280 1.2585 -2.6743
H -0.6585 2.7420 -0.6842
H -1.7360 1.3837 -0.7659
H -0.9937 1.1038 1.2464
*
```

***

Here is a single C4H10N2OS molecule in a non-equilibrium geometry from OMol25. Energies are from ωB97M-V/def2-TZVPD.

For the relative energy (zero: lowest compared OMol25 entry of this formula, charge and spin), the calculation gives 47.05 kcal per mole. The calculation puts the maximum force at 0.0547 Eh/bohr. The HOMO energy is -9.2481 eV. The value obtained for the lowest unoccupied orbital energy is 0.8 eV.

ORCA input file:
```
! RIJCOSX wB97M-V def2-TZVPD def2/J DEFGRID3
* xyz 0 1
N 1.4607 1.3428 1.2899
C 1.1312 1.4914 -0.1317
N -0.1805 1.0294 -0.5355
C -0.7678 -0.2648 -0.1147
C -1.8556 -0.4780 -1.1532
O -2.8189 0.2419 -1.1864
C 0.3050 -1.2967 0.0713
S -0.4383 -2.9976 0.2734
H 2.2095 1.9439 1.6190
H 1.6919 0.4081 1.5823
H 1.8863 0.9813 -0.7358
H 1.1387 2.5501 -0.3216
H -0.8587 1.7398 -0.3392
H -1.2824 -0.1298 0.8479
H -1.7024 -1.2713 -1.9070
H 0.8094 -1.2052 0.9805
H 0.9796 -1.4314 -0.7740
H -1.7076 -2.6537 0.5349
*
```

***

Here is a single C4H10N2OS molecule in a non-equilibrium geometry from OMol25. Energies are from ωB97M-V/def2-TZVPD.

For the relative energy (zero: lowest compared OMol25 entry of this formula, charge and spin), the calculation gives 92.68 kcal per mole. The calculation puts the maximum force at 0.1014 Eh/bohr. The HOMO energy is -8.8748 eV. The value obtained for the lowest unoccupied orbital energy is 0.7 eV.

ORCA input file:
```
! RIJCOSX wB97M-V def2-TZVPD def2/J DEFGRID3
* xyz 0 1
C -1.5257 -2.1788 0.3164
C -0.3814 -1.0235 0.3565
S -0.2822 0.2938 1.7278
C -0.6281 0.0510 -0.9347
N 0.6736 0.6491 -1.2673
N 0.8707 1.9244 -0.7346
C 1.8340 2.0249 0.3891
O 1.8179 2.9435 1.1680
H -1.1839 -3.0740 1.0182
H -1.3854 -2.5500 -0.6681
H -2.5051 -1.8195 0.6578
H 0.6665 -1.3626 0.1569
H 0.4434 -0.6381 2.7941
H -0.7984 -0.5258 -1.8356
H -1.5620 0.7578 -0.6565
H 1.1240 0.5906 -2.2071
H 0.3319 2.7597 -0.8165
H 2.4901 1.1776 0.5358
*
```

***

Here is a single C4H10N2OS molecule in a non-equilibrium geometry from OMol25. Energies are from ωB97M-V/def2-TZVPD.

For the relative energy (zero: lowest compared OMol25 entry of this formula, charge and spin), the calculation gives 97.79 kcal per mole. The calculation puts the maximum force at 0.0464 Eh/bohr. The HOMO energy is -8.1813 eV. The value obtained for the lowest unoccupied orbital energy is 0.8 eV.

ORCA input file:
```
! RIJCOSX wB97M-V def2-TZVPD def2/J DEFGRID3
* xyz 0 1
C 2.1940 -0.1890 -0.2352
C 0.9897 -1.1137 -0.4213
N -0.1424 -0.5368 0.1881
C -1.2759 -1.3325 0.4123
N -2.5311 -1.2086 0.3418
S -3.4078 0.0517 -0.3941
O -0.4366 0.6530 -0.4769
C -0.3881 1.7711 0.4498
H 2.3823 -0.0056 0.8651
H 3.0884 -0.5273 -0.8092
H 1.8997 0.8802 -0.6037
H 0.7735 -1.1689 -1.5073
H 1.1759 -2.1398 -0.0089
H -0.9400 -2.2336 0.8673
H -2.3124 0.9277 -0.6822
H -1.0119 1.5907 1.3499
H 0.7122 2.0002 0.7788
H -0.7696 2.5812 -0.1143
*
```

***

Here is a gas-phase ion, C4H10N2OS (charge +1) in a non-equilibrium geometry from OMol25. Energies are from ωB97M-V/def2-TZVPD.

For the relative energy (zero: lowest compared OMol25 entry of this formula, charge and spin), the calculation gives 16.88 kcal per mole. The calculation puts the maximum force at 0.0573 Eh/bohr. The HOMO energy (spin up / spin down) is -13.2164 / -12.7661 eV. The value obtained for the lowest unoccupied orbital energy (spin up / spin down) is -3.2 / -9.2 eV.

ORCA input file:
```
! RIJCOSX wB97M-V def2-TZVPD def2/J DEFGRID3
* xyz 1 2
C 0.8601 -0.8390 -0.6060
N 1.4715 -0.0685 0.4646
C 1.0867 0.2207 1.7558
N 0.0049 -0.3972 2.3390
O 1.7805 0.9809 2.3970
C -0.6484 -0.7504 -0.7313
C -1.1998 0.6426 -0.9850
S -1.5928 1.0644 -2.7008
H 1.2648 -0.4317 -1.5111
H 1.1332 -1.8940 -0.4568
H 2.3396 0.3978 0.2769
H -0.2495 0.0740 3.1886
H -0.7949 -0.7670 1.8336
H -1.0457 -1.5011 -1.3866
H -1.1409 -1.0542 0.1932
H -2.1288 0.9314 -0.4763
H -0.5396 1.4514 -0.6276
H -0.6011 1.9399 -2.9672
*
```

***

Here is a single C4H10N2S2 molecule in a non-equilibrium geometry from OMol25. Energies are from ωB97M-V/def2-TZVPD.

For the relative energy (zero: lowest compared OMol25 entry of this formula, charge and spin), the calculation gives 6.03 kcal per mole. The calculation puts the maximum force at 0.0445 Eh/bohr. The HOMO energy is -9.1303 eV. The value obtained for the lowest unoccupied orbital energy is 0.5 eV.

ORCA input file:
```
! RIJCOSX wB97M-V def2-TZVPD def2/J DEFGRID3
* xyz 0 1
H -2.9451 0.9798 0.1138
N -2.8806 -0.0215 -0.1042
C -1.6733 -0.4526 -0.1115
N -1.4992 -1.7991 -0.3201
C -0.4559 0.3899 0.1606
S -0.3417 1.6351 -1.1454
C 0.8176 -0.3270 0.3559
C 1.9731 0.4822 0.9406
S 1.4966 -1.0582 -1.2023
H -0.6770 -2.0285 -0.8854
H -2.3296 -2.2457 -0.6642
H -0.6908 0.9228 1.0860
H 0.3986 2.5592 -0.5478
H 0.6465 -1.1806 1.0023
H 1.6030 1.1910 1.7029
H 2.6752 -0.2025 1.4438
H 2.4923 1.0856 0.1363
H 1.3903 0.0703 -1.9612
*
```

***

Here is a single C4H10N2S2 molecule in a non-equilibrium geometry from OMol25. Energies are from ωB97M-V/def2-TZVPD.

For the relative energy (zero: lowest compared OMol25 entry of this formula, charge and spin), the calculation gives 114.17 kcal per mole. The calculation puts the maximum force at 0.1106 Eh/bohr. The HOMO energy is -8.4318 eV. The value obtained for the lowest unoccupied orbital energy is 0.6 eV.

ORCA input file:
```
! RIJCOSX wB97M-V def2-TZVPD def2/J DEFGRID3
* xyz 0 1
C -3.1166 -0.2100 0.9451
S -2.3143 -0.5691 -0.6713
C -0.5991 -0.3901 -0.2946
S -0.1122 1.4230 -0.0321
C 1.5934 1.1136 0.4887
C 2.5190 0.4526 -0.3563
N 2.7808 -0.7712 -0.3950
N 2.3204 -1.6133 0.5804
H -3.3986 -1.2375 1.5779
H -2.8262 0.6935 1.5395
H -4.1811 0.1354 0.4904
H -0.1796 -0.8177 0.6699
H 0.0107 -0.6231 -1.1870
H 2.0649 2.0806 0.7047
H 1.5876 0.3923 1.2983
H 3.2409 1.0937 -1.1300
H 1.1918 -1.9964 0.7186
H 3.2257 -2.4872 0.5763
*
```

***

Here is a gas-phase ion, C4H10N3 (charge +1) in a non-equilibrium geometry from OMol25. Energies are from ωB97M-V/def2-TZVPD.

For the relative energy (zero: lowest compared OMol25 entry of this formula, charge and spin), the calculation gives 89.97 kcal per mole. The calculation puts the maximum force at 0.1048 Eh/bohr. The HOMO energy (spin up / spin down) is -11.0856 / -11.0845 eV. The value obtained for the lowest unoccupied orbital energy (spin up / spin down) is -3.9 / -3.9 eV.

ORCA input file:
```
! RIJCOSX wB97M-V def2-TZVPD def2/J DEFGRID3
* xyz 1 1
C 0.1264 0.7130 -0.2530
C 0.4440 -0.4652 1.9209
C -1.6322 -0.9012 -1.0956
C 2.1628 0.6315 0.8949
N 0.8167 0.1658 0.8306
N -0.9084 0.1844 -1.0088
N -2.4486 -0.9435 -2.1226
H 0.8412 1.2782 -0.9547
H -0.5717 -0.8594 2.0636
H 1.1381 -0.5258 2.7064
H -1.3471 -1.6326 -0.5060
H 2.6096 0.5252 -0.0804
H 2.2162 1.6675 1.2282
H 2.6790 0.0002 1.5468
H -1.1679 0.8686 -1.8187
H -2.7997 -1.8253 -2.3872
H -2.9174 -0.1536 -2.4686
*
```

***

Here is a gas-phase ion, C4H10N3 (charge +1) in a non-equilibrium geometry from OMol25. Energies are from ωB97M-V/def2-TZVPD.

For the relative energy (zero: lowest compared OMol25 entry of this formula, charge and spin), the calculation gives 20.01 kcal per mole. The calculation puts the maximum force at 0.0848 Eh/bohr. The HOMO energy is -13.8475 eV. The value obtained for the lowest unoccupied orbital energy is -3.2 eV.

ORCA input file:
```
! RIJCOSX wB97M-V def2-TZVPD def2/J DEFGRID3
* xyz 1 1
N 1.0859 0.0075 -1.1621
C 0.9174 0.0303 0.2996
C 0.0567 -1.1797 0.6422
N -1.1627 -1.1831 -0.2051
C -1.7129 -0.0263 -0.4174
N -1.2003 1.1115 -0.0631
C 0.0651 1.2961 0.5840
H 1.9891 0.2118 -1.5826
H 0.9405 -0.9681 -1.4461
H 1.7940 -0.1102 0.8253
H 0.4669 -2.1672 0.5209
H -0.1575 -1.2442 1.7528
H -1.5197 -1.9576 -0.7654
H -2.6099 0.1152 -0.9974
H -1.6308 1.9938 -0.3281
H 0.0930 1.4971 1.7107
H 0.6921 2.0925 0.2997
*
```